C32H40MgN15O2P as an isolated structure. Source: OMol25; level of theory: wB97M-V/def2-TZVPD.

Calculated values
Energy relative to the best compared isomer or geometry (same formula, charge and spin) (eV): 0.000
Gap between HOMO and LUMO (eV): 8.3
Energy (Eh): -2756.40446
Maximum force (hartree/bohr): 0.003
Net charge: +2

```
91
Properties=species:S:1:pos:R:3:forces:R:3:mulliken_charge:R:1
Mg -0.008 -0.741 0.814 -0.0600 -0.0271 -0.0023 1.580
C 4.559 2.574 1.071 0.0211 0.0686 -0.0388 -1.189
N 3.671 1.452 0.783 -0.0144 0.0553 0.0380 0.782
C 2.374 1.328 1.040 0.0415 -0.0089 -0.0264 -0.218
N 1.945 0.148 0.608 -0.0453 -0.0433 0.0328 0.204
C 3.071 -0.415 0.078 -0.0040 0.0311 0.0080 -0.810
N 4.129 0.350 0.158 -0.0198 -0.0504 0.0169 -0.940
C 4.383 3.747 0.133 -0.0301 -0.0154 -0.0260 1.060
C 5.006 4.948 0.460 -0.0042 -0.0088 0.0080 -0.969
C 4.892 6.045 -0.377 0.0138 0.0242 0.0029 -0.630
C 4.146 5.964 -1.542 -0.0155 0.0125 -0.0192 -0.989
C 3.518 4.769 -1.868 0.0049 -0.0558 0.0538 -0.155
C 3.644 3.658 -1.035 -0.0086 0.0112 -0.0182 -0.178
C 2.711 4.691 -3.082 -0.0002 0.0698 -0.1466 0.618
N 2.422 5.630 -3.914 0.0811 0.0316 0.1408 -0.463
N 1.613 5.067 -4.882 -0.0989 -0.1104 -0.0613 -0.454
C 1.470 3.828 -4.566 0.0611 0.1411 -0.0700 0.681
O 2.144 3.507 -3.431 -0.0330 -0.0854 0.1074 -0.265
C 0.694 2.795 -5.245 -0.0089 -0.0498 0.0105 -0.197
C -0.067 3.118 -6.368 0.0104 0.0180 0.0063 -0.963
C -0.815 2.136 -6.990 -0.0068 -0.0023 -0.0086 -0.731
C -0.821 0.835 -6.497 -0.0022 0.0008 -0.0103 -0.796
C -0.057 0.512 -5.388 0.0122 0.0048 0.0663 1.045
C -0.037 -0.891 -4.833 0.0071 0.0667 -0.0730 -1.161
N -0.468 -0.908 -3.431 0.0482 -0.0179 -0.0440 0.798
C 0.278 -0.928 -2.336 -0.0187 0.0197 -0.0226 -0.054
N -0.502 -0.822 -1.263 0.0182 -0.0229 0.1111 -0.455
C -1.755 -0.739 -1.804 0.0336 0.0167 -0.0357 -0.857
N -1.768 -0.776 -3.110 -0.0168 -0.0327 0.0679 -0.912
C 0.705 1.493 -4.768 -0.0011 -0.0087 -0.0018 -0.078
H 5.570 2.173 1.008 -0.0058 -0.0305 0.0044 0.324
H 4.384 2.886 2.100 0.0067 -0.0266 0.0171 0.491
H 1.780 2.082 1.530 0.0101 0.0041 -0.0028 0.556
H 3.107 -1.405 -0.347 -0.0087 0.0030 0.0006 0.601
H 5.587 5.024 1.372 -0.0015 0.0052 -0.0071 0.480
H 5.386 6.972 -0.118 -0.0032 -0.0020 -0.0031 0.420
H 4.042 6.814 -2.202 0.0043 0.0028 0.0118 0.548
H 3.166 2.729 -1.322 0.0042 0.0022 0.0070 0.776
H -0.060 4.135 -6.736 -0.0082 -0.0071 -0.0053 0.551
H -1.407 2.382 -7.861 0.0021 0.0000 0.0028 0.421
H -1.422 0.075 -6.982 0.0016 0.0081 -0.0019 0.415
H 0.969 -1.312 -4.859 -0.0062 -0.0352 0.0219 0.286
H -0.703 -1.548 -5.387 -0.0111 -0.0154 0.0210 0.434
H 1.352 -1.017 -2.344 -0.0035 0.0091 -0.0068 0.457
H -2.656 -0.652 -1.218 0.0074 0.0125 -0.0035 0.752
H 1.320 1.250 -3.908 -0.0016 0.0115 -0.0044 0.663
C -4.514 -2.693 3.687 0.0297 0.0014 -0.0062 -0.974
N -3.373 -3.595 3.525 -0.0506 -0.0085 0.0069 0.121
C -3.730 -4.627 2.551 0.0028 0.0004 -0.0072 -1.003
N -4.163 -4.087 1.263 -0.0211 0.0152 0.0158 0.135
C -5.282 -3.173 1.489 0.0281 0.0065 -0.0125 -0.954
N -4.970 -2.098 2.432 -0.0168 -0.0186 0.0075 0.138
C -3.994 -1.169 1.885 0.0679 0.0111 -0.0172 -1.212
P -2.366 -1.992 1.496 -0.1040 -0.0870 0.0982 1.904
C -2.172 -2.879 3.128 0.0047 0.0388 -0.0790 -1.155
C -3.070 -3.441 0.552 0.0273 0.0177 0.0210 -1.340
H -4.249 -1.899 4.389 0.0016 0.0032 -0.0003 0.403
H -5.340 -3.264 4.111 -0.0036 -0.0043 0.0014 0.323
H -4.551 -5.214 2.964 -0.0003 -0.0047 0.0035 0.301
H -2.876 -5.290 2.396 0.0026 0.0030 -0.0003 0.386
H -6.114 -3.749 1.895 -0.0049 -0.0035 0.0027 0.321
H -5.594 -2.740 0.537 -0.0031 -0.0021 -0.0031 0.406
H -3.823 -0.360 2.601 0.0112 0.0167 -0.0020 0.392
H -4.398 -0.715 0.976 -0.0015 0.0119 -0.0020 0.439
H -1.909 -2.153 3.903 0.0138 0.0084 -0.0026 0.428
H -1.341 -3.584 3.040 0.0122 0.0031 0.0122 0.347
H -2.274 -4.169 0.378 0.0006 -0.0048 -0.0086 0.490
H -3.422 -3.106 -0.427 0.0027 0.0123 0.0020 0.424
C 2.503 -4.718 3.899 0.0009 -0.0065 0.0133 -0.881
N 1.805 -4.096 2.776 0.0171 -0.0235 0.1026 0.098
C 1.280 -4.752 1.693 -0.0054 0.0175 -0.0674 -0.745
C 0.695 -3.799 0.918 -0.0364 0.0164 0.0544 -0.769
N 0.850 -2.566 1.519 0.0403 0.1085 -0.0673 0.363
C 1.525 -2.793 2.635 -0.0232 -0.0422 -0.0702 -0.578
H 3.207 -5.456 3.524 0.0054 0.0117 -0.0191 0.341
H 1.791 -5.202 4.565 -0.0165 0.0023 -0.0139 0.337
H 3.050 -3.956 4.447 -0.0096 0.0169 -0.0126 0.339
H 1.378 -5.816 1.566 0.0081 0.0042 0.0025 0.499
H 0.186 -3.916 -0.025 0.0033 -0.0022 0.0087 0.529
H 1.827 -2.047 3.353 0.0135 -0.0087 0.0025 0.502
C -1.433 1.692 4.290 0.0037 0.0062 0.0013 -0.739
N -1.862 2.301 3.038 -0.0295 -0.0122 0.0250 -0.233
C -1.478 1.831 1.849 -0.0523 -0.0776 -0.0039 0.645
N -1.981 2.401 0.734 0.0283 -0.0381 0.0094 -0.399
O -0.673 0.869 1.774 0.1012 -0.0040 -0.0889 -0.460
H -1.706 2.357 5.104 -0.0030 0.0008 -0.0002 0.400
H -0.354 1.559 4.293 0.0051 0.0079 0.0006 0.206
H -1.912 0.726 4.448 -0.0075 -0.0083 -0.0122 0.164
H -2.529 3.053 3.075 0.0112 0.0158 -0.0008 0.204
H -2.553 3.228 0.765 0.0039 0.0077 -0.0005 0.201
H -1.585 2.139 -0.152 -0.0095 0.0174 -0.0112 0.176
```
Positions in Å, forces in eV/Å.

***

An isolated ion of composition C5H8N and charge +1. Source: OMol25; level of theory: wB97M-V/def2-TZVPD.

Calculated values
Energy relative to the best compared isomer or geometry (same formula, charge and spin) (eV): 3.050
Gap between HOMO and LUMO (eV): 8.9
Energy (Eh): -249.71307
Maximum force (hartree/bohr): 0.073
Net charge: +1

```
14
Properties=species:S:1:pos:R:3:forces:R:3:nbo_charge:R:1
C 1.638 -0.475 1.035 -1.4491 -0.1094 0.3499 0.340
C 0.812 -0.813 -0.968 0.6880 1.4492 -0.3436 0.381
C 0.248 0.001 1.137 0.5063 2.3722 -0.1638 -0.533
C -0.281 -0.235 -0.254 -3.5137 0.3417 1.2597 -0.376
C -1.369 0.845 -0.711 0.1761 1.2321 -2.2362 -0.609
N 1.895 -0.889 -0.157 0.9198 -1.5882 -3.2153 -0.451
H 2.465 -0.587 1.704 0.0200 0.4784 0.9304 0.254
H 0.798 -1.047 -2.075 0.3358 -0.1313 1.5463 0.268
H -0.429 -0.230 1.928 -0.0986 -0.7827 0.8537 0.304
H 0.257 1.138 1.250 0.5033 -0.9886 0.0166 0.317
H -1.017 -1.092 -0.146 0.7188 0.0200 -0.2874 0.347
H -1.150 1.979 -0.577 0.2439 -2.1764 0.1517 0.257
H -2.402 0.680 -0.343 0.9457 -0.2749 0.2668 0.257
H -1.465 0.725 -1.823 0.0040 0.1580 0.8710 0.244
```
Positions in Å, forces in eV/Å.

***

A 3-piece molecular cluster, C3H12NO2 overall. Source: OMol25; level of theory: wB97M-V/def2-TZVPD.

Calculated values
Energy relative to the best compared isomer or geometry (same formula, charge and spin) (eV): 0.613
Gap between HOMO and LUMO (eV): 11.5
Energy (Eh): -326.49057
Maximum force (hartree/bohr): 0.014
Net charge: +1

```
18
Properties=species:S:1:pos:R:3:forces:R:3:nbo_charge:R:1
C -1.448 1.329 0.352 0.1011 -0.0169 -0.2712 -0.619
C -1.465 0.091 -0.531 -0.0380 0.1746 0.0558 -0.231
C -0.518 -2.026 0.174 -0.0481 0.0525 -0.1682 0.111
N -0.371 -0.819 -0.177 -0.0809 -0.2313 0.5115 -0.379
H -0.540 1.913 0.188 -0.0452 -0.0603 0.0926 0.227
H -1.519 1.056 1.397 0.0183 -0.0049 0.2094 0.224
H -2.300 1.954 0.102 -0.0555 0.0321 -0.0395 0.247
H -1.322 0.351 -1.578 0.0107 0.0131 -0.0540 0.237
H -2.398 -0.464 -0.437 0.0296 -0.0204 -0.0103 0.218
H 0.362 -2.619 0.375 0.0203 -0.0274 0.2455 0.228
H -1.512 -2.449 0.251 0.0191 -0.0827 -0.1668 0.217
H 0.574 -0.426 -0.087 -0.0376 0.1579 -0.3812 0.490
H 2.492 0.398 1.201 -0.5304 -0.1292 0.1634 0.496
H 1.629 0.476 2.471 -0.0817 -0.1023 -0.2136 0.498
O 1.597 0.206 1.541 0.6953 0.2115 -0.0103 -0.979
H 2.598 -0.286 -2.056 -0.0836 -0.0885 0.0757 0.496
H 2.151 1.119 -1.709 -0.0739 0.0034 0.0710 0.492
O 1.992 0.195 -1.478 0.1805 0.1188 -0.1098 -0.974
```
Positions in Å, forces in eV/Å.